1.
Computed, not measured: a molecular structure, C39H34CaClN3SSi2 at a distorted geometry, with ωB97M-V with the def2-TZVPD basis set.

```
! wB97M-V def2-TZVPD RIJCOSX def2/J DEFGRID3
* xyz 0 1
C -2.65191 -0.99988 3.36588
C -3.38153 -0.88041 2.14728
C -3.09703 -2.03294 1.34920
H -4.09118 -0.09690 1.90849
C -2.15250 -2.83219 2.05981
C -1.90622 -2.20311 3.31159
H -1.32273 -2.61240 4.12345
H -2.69322 -0.33172 4.21426
H -3.58698 -2.28823 0.41588
H -1.77534 -3.79914 1.75705
Ca -0.90999 -0.70007 0.82037
Si -0.90490 -0.72171 -1.97297
C -0.97884 0.74973 -3.16869
C 0.00616 0.76268 -4.16866
H 0.86275 0.07936 -4.12433
C -0.10343 1.60762 -5.27655
H 0.64192 1.53491 -6.07630
C -1.14876 2.53654 -5.32133
H -1.22796 3.21611 -6.17145
C -2.06855 2.61741 -4.26953
H -2.83462 3.40194 -4.28534
C -1.99617 1.71775 -3.19989
H -2.72579 1.77287 -2.39064
C -0.90823 -2.07151 -3.36326
C -1.59594 -1.81690 -4.57664
H -2.33436 -1.00739 -4.62280
C -1.28234 -2.48142 -5.76366
H -1.75057 -2.16477 -6.69559
C -0.35197 -3.52358 -5.75521
H -0.10094 -4.03546 -6.68480
C 0.24043 -3.88531 -4.54323
H 0.97490 -4.69934 -4.52546
C -0.08502 -3.21346 -3.34902
H 0.36058 -3.56630 -2.40974
H -2.04863 -0.75657 -1.01402
Si 2.42274 1.75730 -2.29057
C 2.10540 -0.00129 -1.79969
C 0.83596 -0.53717 -1.12226
H 0.64253 0.23887 -0.33369
C 0.92125 -1.93181 -0.61938
H -0.00939 -2.47663 -0.28262
C 2.04664 -2.71011 -0.78415
H 2.01775 -3.79121 -0.56705
C 3.21647 -2.14863 -1.29335
H 4.11029 -2.76367 -1.35051
C 3.23295 -0.83334 -1.77809
H 4.19246 -0.44350 -2.12243
C 1.21200 3.15343 -2.14187
C 0.29964 3.28887 -1.08094
H 0.32738 2.59680 -0.23686
C -0.67158 4.28481 -1.09988
H -1.43664 4.31377 -0.32272
C -0.69088 5.24123 -2.11256
H -1.45436 6.02269 -2.12257
C 0.26629 5.17821 -3.12724
H 0.27227 5.93563 -3.90994
C 1.19360 4.14079 -3.16331
H 1.90712 4.08866 -3.98800
H 3.71110 2.14686 -1.91609
Cl -0.31808 1.50839 1.77497
N 1.76080 -0.36849 6.04112
C 1.02458 0.70338 6.53166
C 1.03388 1.37655 7.74307
C -0.00901 2.28793 7.99190
C -0.99240 2.54326 7.01627
C -0.96182 1.88729 5.77942
C 0.00591 0.91081 5.56331
N 0.11184 -0.02873 4.57063
C 1.19108 -0.77523 4.85606
C 1.68416 -1.88270 4.06411
C 2.68277 -2.76061 4.46732
S 2.93584 -3.98315 3.28090
C 1.61962 -3.31560 2.35547
N 1.11714 -2.18574 2.82698
H 2.57602 -0.79050 6.47159
H 1.82361 1.19022 8.46649
H -0.06490 2.81126 8.94919
H -1.78750 3.26183 7.23482
H -1.66503 2.09063 4.97278
H 3.21768 -2.67816 5.40153
H 1.27174 -3.82941 1.46211
*
```

Output
highest occupied orbital energy (alpha / beta) = -7.010 / -6.999 eV
lowest unoccupied orbital energy (alpha / beta) = -0.8 / -1.1 eV
orbital gap (alpha / beta) = 6.2 / 5.9 eV
energy = -103015.05456 eV
ΔE to the lowest compared entry with this formula, charge and spin = 91.5 kcal per mole

---

2.
Computed, not measured: a gas-phase ion, C5H13N (charge -1) at a distorted geometry, with ωB97M-V with the def2-TZVPD basis set.

```
! wB97M-V def2-TZVPD RIJCOSX def2/J DEFGRID3
* xyz -1 2
C -1.24375 -0.93784 1.08927
C -0.90762 -0.94474 2.56207
C -0.60562 0.19926 0.29665
N 0.68398 -0.17758 -0.24820
C 1.28910 0.90965 -1.07237
C 0.84565 0.87601 -2.52937
H -2.32854 -0.89212 0.93881
H -0.94175 -1.87488 0.61101
H -1.28160 -1.79127 3.13568
H 0.18087 -0.92576 2.68130
H -1.28394 -0.04224 3.05453
H -1.33847 0.58710 -0.42837
H -0.42309 1.06529 0.94681
H 0.57206 -0.97289 -0.86864
H 2.37061 0.84936 -0.96423
H 0.94436 1.83386 -0.60111
H 1.14654 1.80376 -3.03846
H -0.22677 0.70849 -2.59513
H 1.42748 0.17698 -3.10000
*
```

Output
highest occupied orbital energy (alpha / beta) = 1.556 / -5.115 eV
lowest unoccupied orbital energy (alpha / beta) = 4.0 / 3.8 eV
orbital gap (alpha / beta) = 2.4 / 9.0 eV
energy = -6884.02580 eV
expectation value of S² = 0.750
ΔE to the lowest compared entry with this formula, charge and spin = 11.4 kcal per mole

---

3.
Computed, not measured: a single H2S2 molecule at a distorted geometry, with ωB97M-V with the def2-TZVPD basis set.

```
! wB97M-V def2-TZVPD RIJCOSX def2/J DEFGRID3
* xyz 0 1
S 0.87536 0.58173 -0.06682
S -0.72481 -0.80908 0.21160
H 1.13264 0.35776 -1.34110
H -1.28319 -0.13041 1.19632
*
```

Output
highest occupied orbital energy = -8.799 eV
lowest unoccupied orbital energy = 0.1 eV
orbital gap = 8.9 eV
energy = -21702.51626 eV
SMILES string = SS
ΔE to the lowest compared entry with this formula, charge and spin = 4.8 kcal per mole

---

4.
Computed, not measured: 2 unconnected molecules or ions with the total composition C4H10O, with ωB97M-V with the def2-TZVPD basis set.

```
! wB97M-V def2-TZVPD RIJCOSX def2/J DEFGRID3
* xyz 0 1
C 1.51580 -0.41291 0.04399
C 0.65423 0.18344 0.87013
C 0.91339 1.45984 1.60787
O -0.58944 -0.29700 1.16072
H 2.49383 0.01861 -0.13353
H 1.27804 -1.34425 -0.46536
H 1.87586 1.88844 1.32126
H 0.12015 2.18352 1.39250
H 0.90878 1.27971 2.68831
H -0.73136 -1.10988 0.65609
C -1.68779 -0.76796 -1.82812
H -1.95891 -0.03631 -1.06354
H -0.66623 -0.57381 -2.16458
H -1.75094 -1.77926 -1.41257
H -2.37544 -0.69219 -2.67318
*
```

Output
highest occupied orbital energy = -8.874 eV
lowest unoccupied orbital energy = 0.9 eV
orbital gap = 9.8 eV
energy = -6357.04608 eV
SMILES string = C=C(C)O.C
ΔE to the lowest compared entry with this formula, charge and spin = 17.5 kcal per mole

---

5.
Computed, not measured: a molecular structure, C24H43Br2FN2O3P2S at a distorted geometry, with ωB97M-V with the def2-TZVPD basis set.

```
! wB97M-V def2-TZVPD RIJCOSX def2/J DEFGRID3
* xyz 0 1
C 2.69145 -0.62951 -0.93087
C 2.18491 -2.13116 -0.54271
P 0.54513 -1.93468 0.38290
C 0.77928 -1.46651 2.20220
C -0.43596 -0.52517 2.74795
C -0.61203 -3.40103 0.14870
C -0.17014 -4.81618 0.71031
C 1.24900 -4.98417 1.41226
Br 2.51758 -5.53813 -0.06705
C 1.31623 -6.14845 2.53801
C 0.08501 -6.15156 3.56607
Br 1.64446 -7.92610 1.67553
C -1.15484 -6.02530 0.52643
C -2.52490 -5.76453 -0.19338
S -3.77977 -7.12009 -0.45030
O -3.40810 -7.98759 -1.63539
O -3.82758 -7.94526 0.81994
F -5.26198 -6.35672 -0.68552
C -2.81618 -4.34116 -0.70270
N -1.89944 -3.20862 -0.54729
P -2.46895 -1.66894 -1.26487
C -1.20582 -1.34805 -2.68005
C -2.41908 -0.23867 -0.03272
C -3.22290 0.99858 -0.74772
H 2.75304 -0.56565 -2.07459
H 1.95997 0.14701 -0.51185
H 3.71691 -0.45984 -0.45629
H 3.00671 -2.67916 0.02815
H 1.92842 -2.63962 -1.55033
H 0.88309 -2.34617 2.92562
H 1.72920 -0.82358 2.29348
H -0.42969 0.47130 2.17385
H -0.26626 -0.23628 3.85678
H -1.45331 -1.04064 2.69109
H 1.67478 -4.02835 1.86319
H 2.26623 -5.93591 3.16334
H -0.73986 -6.83659 3.13911
H -0.38658 -5.12246 3.70663
H 0.42815 -6.64738 4.54477
H -0.94878 -7.08054 0.90109
H -3.82273 -4.15911 -1.22679
H -0.18126 -1.02806 -2.28422
H -1.70457 -0.58153 -3.36355
H -1.16835 -2.34298 -3.27037
H -2.88682 -0.48218 0.98075
H -1.35865 0.18278 0.15879
H -4.32344 1.03394 -0.45659
H -3.06685 0.84841 -1.88646
H -2.65537 1.97854 -0.50401
C -0.09041 6.88820 0.38922
C 0.05043 6.02669 -0.88246
C 1.34909 6.40973 -1.62788
C 2.64366 5.97306 -0.94753
C 2.48748 4.72454 -0.08296
C 1.28862 3.82400 -0.45519
N 0.06852 4.63506 -0.39917
O -1.05484 3.92829 -0.68740
C 1.21019 2.73514 0.63372
C 1.55708 3.13296 -1.80592
C -1.10903 6.41008 -1.82827
H -1.02159 6.66289 0.91553
H -0.10083 7.95704 0.14734
H 0.73034 6.72039 1.09107
H 1.32874 5.97582 -2.63347
H 1.38650 7.49442 -1.78804
H 3.40326 5.79919 -1.71732
H 3.03080 6.78767 -0.32717
H 3.42126 4.15209 -0.10985
H 2.37971 5.04674 0.95925
H 0.97324 3.16992 1.60999
H 2.16687 2.21034 0.73221
H 0.44946 1.98146 0.40615
H 2.48000 2.54353 -1.75661
H 1.67165 3.83860 -2.63214
H 0.75321 2.44149 -2.07363
H -1.06102 7.47399 -2.08441
H -2.08708 6.24273 -1.37105
H -1.06473 5.84694 -2.76531
*
```

Output
highest occupied orbital energy = -4.632 eV
lowest unoccupied orbital energy = -2.9 eV
orbital gap = 1.7 eV
energy = -206910.56970 eV

---

6.
Computed, not measured: 14 unconnected molecules or ions with the total composition C25H76F6O13P at a distorted geometry, with ωB97M-V with the def2-TZVPD basis set.

```
! wB97M-V def2-TZVPD RIJCOSX def2/J DEFGRID3
* xyz -1 1
P 0.55149 -0.57916 -0.15727
F 1.12140 -1.05598 1.28955
F 1.99521 -0.85496 -0.82441
F 0.12940 -2.11840 -0.51590
F -0.01468 -0.15928 -1.61377
F -0.87131 -0.32686 0.54059
F 0.97656 0.96349 0.11081
C -3.03809 -1.15245 -2.12031
C -2.97651 -0.73625 -3.56646
O -2.58837 -1.87546 -4.33215
H -2.07847 -1.50270 -1.74155
H -3.78817 -1.92286 -1.93579
H -3.28185 -0.30354 -1.47398
H -2.30915 0.12028 -3.71293
H -3.96576 -0.38834 -3.89733
H -2.65815 -1.65204 -5.26545
C 4.34959 -3.34099 1.29785
C 3.36351 -4.36182 0.74734
O 2.50953 -3.80348 -0.23220
H 5.06860 -2.90496 0.60554
H 4.95773 -3.83775 2.06399
H 3.79355 -2.52785 1.77273
H 2.79578 -4.79445 1.57554
H 3.94430 -5.15362 0.26807
H 1.82815 -3.28740 0.21698
C -2.98129 -2.59383 1.88847
C -4.37883 -2.82768 2.43124
O -4.98190 -3.83225 1.61269
H -2.42320 -3.52292 1.77142
H -2.40176 -1.93605 2.53919
H -3.02398 -2.12195 0.90668
H -4.94968 -1.89572 2.37242
H -4.35750 -3.15289 3.47587
H -5.92763 -3.68283 1.54788
C -1.72786 -5.35258 -2.98191
C -1.85584 -5.18296 -1.48292
O -1.87583 -6.49100 -0.86399
H -1.80764 -4.38563 -3.47911
H -2.37894 -6.10118 -3.43310
H -0.72411 -5.71028 -3.23255
H -2.73911 -4.57486 -1.26737
H -0.98051 -4.70748 -1.03494
H -2.37239 -6.40220 -0.04500
C 1.74088 1.57874 3.58264
C 2.18841 2.79949 2.80055
O 1.02669 3.38333 2.19142
H 1.39591 0.79901 2.89638
H 0.91698 1.72192 4.28009
H 2.58868 1.12680 4.11201
H 2.91396 2.54932 2.02539
H 2.51373 3.59261 3.47404
H 0.70486 2.83509 1.46621
O 0.30672 -2.24411 -3.68450
H 0.52614 -2.13018 -2.75003
H -0.60363 -1.92952 -3.75656
O 2.33482 1.43525 -2.62939
H 1.86303 2.28525 -2.64756
H 1.75889 0.84223 -2.12209
O 3.33148 -2.75555 -2.84623
H 2.97468 -3.16158 -2.04034
H 4.05946 -2.20783 -2.53753
C -3.43742 1.23036 1.82528
C -4.16162 2.40057 2.45869
C -5.60672 2.09544 2.80355
O -3.51138 2.71327 3.70250
H -2.42048 1.56007 1.59673
H -3.93332 0.92764 0.90054
H -3.31795 0.39373 2.51180
H -4.13976 3.29166 1.82162
H -6.22545 1.86916 1.93336
H -6.04844 2.98701 3.25550
H -5.67830 1.26678 3.50887
H -2.74354 3.26455 3.52423
C -3.35759 2.97151 -3.80457
C -2.53309 3.63292 -2.69540
C -1.74845 2.55708 -1.96761
O -1.54979 4.49460 -3.28457
H -2.64219 2.51198 -4.49650
H -3.93774 3.67880 -4.39669
H -3.90074 2.11001 -3.41598
H -3.20013 4.16324 -2.00946
H -1.05720 2.02714 -2.62209
H -2.42574 1.81631 -1.53204
H -1.20403 2.91264 -1.09088
H -1.97547 5.22411 -3.74577
C 0.37214 -3.41070 3.41984
C 0.99263 -2.36927 4.32077
C 0.03387 -1.34538 4.89228
O 1.63395 -3.10807 5.38073
H 1.03101 -4.25949 3.25400
H 0.03413 -3.01365 2.46033
H -0.57388 -3.76137 3.84925
H 1.79755 -1.84838 3.79003
H -0.50347 -0.75934 4.14529
H 0.61740 -0.61625 5.46684
H -0.67377 -1.77507 5.60439
H 2.09373 -2.47536 5.94157
C 1.41123 4.57160 -1.05006
C 1.75940 4.91269 -2.49053
C 3.23581 4.92895 -2.81096
O 1.14285 3.94824 -3.35803
H 1.98743 5.20932 -0.37348
H 1.71361 3.54391 -0.83308
H 0.34216 4.68513 -0.88444
H 1.32647 5.89993 -2.71096
H 3.40837 5.12538 -3.86968
H 3.78384 4.03944 -2.50807
H 3.68591 5.79307 -2.30722
H 0.17821 4.08211 -3.30339
C 5.04639 3.07935 -0.04604
C 5.43657 1.66522 -0.47907
C 4.74634 0.61356 0.37508
O 5.06485 1.45972 -1.83007
H 3.98321 3.28868 -0.19465
H 5.58236 3.78673 -0.68498
H 5.27302 3.30616 0.99839
H 6.52418 1.61248 -0.40291
H 4.95529 0.67050 1.44884
H 5.05822 -0.39518 0.09166
H 3.66680 0.64109 0.21738
H 4.12075 1.68457 -1.93914
*
```

Output
highest occupied orbital energy = -7.246 eV
lowest unoccupied orbital energy = 2.0 eV
orbital gap = 9.2 eV
energy = -79377.81627 eV

---

7.
Computed, not measured: a molecular structure, C2H3O2Sc at a distorted geometry, with ωB97M-V with the def2-TZVPD basis set.

```
! wB97M-V def2-TZVPD RIJCOSX def2/J DEFGRID3
* xyz 3 2
C 0.25792 1.50987 -0.37612
C -0.67949 0.41912 -0.48786
O -0.33380 -0.80173 -0.24049
O 0.10599 2.60828 -0.99290
H -1.31861 0.55291 -1.38205
H 0.86828 2.88900 -1.52955
Sc 0.05357 -2.29849 0.94446
H -0.54345 1.26920 0.71578
*
```

Output
highest occupied orbital energy (alpha / beta) = -23.861 / -24.882 eV
lowest unoccupied orbital energy (alpha / beta) = -18.3 / -18.3 eV
orbital gap (alpha / beta) = 5.6 / 6.6 eV
energy = -26875.96909 eV
expectation value of S² = 0.773
ΔE to the lowest compared entry with this formula, charge and spin = 58.1 kcal per mole

---

8.
Computed, not measured: a single C4H6N2 molecule at a distorted geometry, with ωB97M-V with the def2-TZVPD basis set.

```
! wB97M-V def2-TZVPD RIJCOSX def2/J DEFGRID3
* xyz 0 1
C -3.44775 -0.44043 -0.05516
C -2.33404 0.07407 -0.16960
C -1.06421 0.64938 -0.02261
N 0.04010 0.02286 -0.27787
N 1.26140 0.51272 -0.29605
C 2.17445 -0.54192 0.02762
H -4.47042 -0.73008 -0.00719
H -0.97259 1.67542 0.38670
H 1.40048 1.36959 0.22166
H 1.87542 -1.50549 -0.50819
H 3.23548 -0.31901 -0.37471
H 2.30167 -0.76711 1.07539
*
```

Output
highest occupied orbital energy = -8.413 eV
lowest unoccupied orbital energy = 0.9 eV
orbital gap = 9.3 eV
energy = -7221.62538 eV
SMILES string = C#C/C=N/NC
ΔE to the lowest compared entry with this formula, charge and spin = 91.4 kcal per mole

---

no.,M (u)
1,708.492
2,87.166
3,66.150
4,74.123
5,680.440
6,729.832
7,104.000
8,82.106